Molecular formula: CHNO3
Method: DFT, ωB97M-V/def2-TZVPD

For the relative energy (zero: lowest compared OMol25 entry of this formula, charge and spin), the calculation gives 30.6 kJ/mol. The calculation puts the largest force on an atom at 0.053 Eh/bohr. The calculation puts the HOMO energy at -9.348 eV. As for the SMILES: O=C=O.N=O. Its HOMO-LUMO gap is 9.137 eV. The calculation puts the calculated total energy at -8683.367 eV.

ORCA input file:
```
! RIJCOSX wB97M-V def2-TZVPD def2/J DEFGRID3
* xyz 0 1
O 2.99 2.22 -1.01
O -0.07 -0.10 0.25
O 0.92 1.33 -1.45
N -1.19 0.17 -0.07
C 1.97 1.73 -1.12
H -1.29 1.03 -0.70
*
```

Molecular formula: C26H72BeF3O24
Method: DFT, ωB97M-V/def2-TZVPD

The calculation puts the largest force on an atom at 0.071 Eh/bohr. The calculation puts the HOMO energy (spin up / spin down) at -12.934 / -12.931 eV. Its HOMO-LUMO gap (spin up / spin down) is 2.427 / 2.284 eV. The calculation puts the calculated total energy at -85794.630 eV.

ORCA input file:
```
! RIJCOSX wB97M-V def2-TZVPD def2/J DEFGRID3
* xyz 2 2
F 6.72 -11.55 11.24
F 5.35 -11.27 9.62
F 4.58 -11.33 11.59
O 3.43 -7.83 10.13
O 3.23 -16.24 10.51
O 1.43 -10.11 10.29
O 5.23 -14.14 11.96
O 8.52 -16.54 2.91
O 2.13 -16.45 13.14
O 10.29 -13.14 6.95
O 10.04 -19.39 8.32
O 8.55 -11.32 5.80
O 6.63 -18.65 4.03
O 9.19 -18.36 5.04
O 5.33 -12.32 14.36
O 2.45 -15.92 4.51
O 10.28 -13.47 3.84
O 10.77 -14.15 11.88
O 7.03 -17.12 13.12
O 7.83 -10.87 14.10
O 6.26 -14.09 9.90
O 2.75 -16.05 7.64
O 5.40 -5.86 11.16
O 7.38 -8.61 6.63
O 0.16 -12.30 11.28
O 6.44 -16.60 10.43
O 11.40 -12.85 9.52
C 8.21 -10.89 7.03
C 1.58 -15.53 12.18
C 9.82 -13.40 11.07
C 5.96 -14.12 8.50
C 8.10 -16.63 12.31
C 3.52 -16.68 6.61
C 7.01 -9.95 7.08
C 10.83 -14.17 6.14
C 9.19 -18.41 6.46
C 5.25 -13.42 10.73
C 5.49 -11.88 10.78
C 1.10 -11.63 12.09
C 6.44 -17.31 3.83
C 7.76 -16.93 10.86
C 5.71 -6.86 10.28
C 2.61 -17.01 5.41
C 7.12 -14.74 7.73
C 6.49 -12.54 15.20
C 7.77 -12.22 14.49
C 10.01 -19.60 6.93
C 1.06 -10.16 11.60
C 10.46 -12.20 10.34
C 7.20 -16.65 2.64
C 10.03 -14.46 4.89
C 4.78 -8.01 10.53
C 1.85 -15.92 10.70
Be 4.65 -16.73 12.48
H 4.45 -16.17 6.37
H 10.87 -15.06 6.76
H 6.45 -15.66 10.25
H 8.98 -17.25 2.45
H 9.73 -17.55 6.86
H 6.83 -15.63 2.63
H 8.84 -13.17 11.49
H 9.19 -12.01 5.99
H 8.61 -12.52 15.12
H 10.72 -13.21 7.80
H 2.10 -12.06 11.98
H 8.00 -14.11 7.88
H 8.19 -18.36 6.88
H 2.94 -8.61 10.40
H 9.49 -20.52 6.65
H 4.30 -13.59 10.23
H 8.01 -11.78 7.63
H 10.94 -11.49 11.01
H 10.31 -15.47 4.61
H 3.39 -16.37 9.57
H 0.80 -11.73 13.13
H 1.68 -17.42 5.81
H 6.14 -10.36 6.58
H 8.43 -16.37 10.20
H 7.94 -17.98 10.63
H 4.79 -8.32 11.57
H 7.21 -10.81 13.37
H 9.81 -11.61 9.70
H 5.12 -14.80 8.38
H 1.57 -15.11 10.02
H 2.12 -15.99 13.98
H 0.44 -12.22 10.37
H 11.05 -19.54 6.59
H 11.79 -13.88 5.72
H 7.86 -12.89 13.63
H 8.95 -14.50 5.06
H 2.72 -15.10 7.49
H 1.17 -16.77 10.57
H 7.21 -15.80 7.93
H 9.36 -14.10 10.37
H 11.74 -13.49 10.15
H 5.36 -12.94 13.63
H 5.09 -8.89 9.96
H 0.51 -15.45 12.38
H 6.86 -17.10 1.71
H 2.11 -14.58 12.29
H 7.60 -8.66 5.70
H 0.67 -10.22 9.71
H 3.00 -17.86 4.85
H 9.00 -17.14 12.64
H 6.79 -9.88 8.14
H 11.20 -13.48 3.57
H 11.25 -13.47 12.36
H 0.05 -9.73 11.59
H 6.48 -13.58 15.51
H 5.70 -13.13 8.13
H 9.14 -10.46 7.41
H 6.43 -11.97 16.13
H 5.37 -17.14 3.83
H 10.82 -19.80 8.71
H 7.36 -17.28 14.01
H 1.76 -9.50 12.10
H 6.82 -16.89 4.76
H 3.95 -17.54 7.12
H 6.70 -7.31 10.37
H 6.87 -14.64 6.67
H 1.54 -15.64 4.61
H 8.44 -18.89 4.76
H 6.05 -19.03 4.69
H 8.31 -15.59 12.59
H 5.46 -6.59 9.25
H 4.47 -5.92 11.37
*
```

Molecular formula: C16H22N4O2S
Method: DFT, ωB97M-V/def2-TZVPD

For the relative energy (zero: lowest compared OMol25 entry of this formula, charge and spin), the calculation gives 73.7 kJ/mol. The calculation puts the largest force on an atom at 0.011 Eh/bohr. The calculation puts the HOMO energy at -9.303 eV. Its HOMO-LUMO gap is 9.911 eV. The calculation puts the calculated total energy at -37840.531 eV.

ORCA input file:
```
! RIJCOSX wB97M-V def2-TZVPD def2/J DEFGRID3
* xyz 0 1
S 7.20 1.99 -1.74
O 7.81 -0.25 2.45
O 4.33 0.03 -1.10
N 1.53 3.27 -2.92
N 7.45 3.57 -1.34
N 5.82 -0.35 1.36
N 3.49 2.06 -0.52
C 8.20 2.40 0.51
C 8.30 4.98 0.45
C 2.89 1.05 -2.69
C 4.13 2.11 0.79
C 5.00 -0.55 2.53
C 3.36 1.32 1.83
C 7.81 1.35 -0.27
C 7.82 -0.11 0.05
C 2.12 2.29 -2.83
C 3.73 0.26 2.53
C 7.97 3.64 -0.14
C 3.64 1.01 -1.35
C 1.08 -0.28 -3.97
C 7.17 -0.30 1.42
C 1.91 -0.15 -2.70
C 3.92 0.96 -3.82
H 7.82 5.10 1.42
H 4.63 1.79 -3.76
H 4.72 -1.61 2.62
H 5.36 -0.38 0.45
H 8.60 2.28 1.51
H 1.26 -0.06 -1.83
H 9.37 5.08 0.60
H 1.70 -0.47 -4.84
H 8.85 -0.48 0.12
H 4.16 3.16 1.09
H 5.60 -0.31 3.40
H 2.37 1.71 2.01
H 3.00 -0.12 3.25
H 0.38 -1.10 -3.87
H 2.91 2.83 -0.81
H 3.44 0.99 -4.79
H 5.16 1.78 0.69
H 0.50 0.63 -4.15
H 2.53 -1.04 -2.55
H 7.96 5.77 -0.22
H 7.30 -0.68 -0.72
H 4.47 0.02 -3.72
*
```

Molecular formula: BrHOS
Method: DFT, ωB97M-V/def2-TZVPD

For the relative energy (zero: lowest compared OMol25 entry of this formula, charge and spin), the calculation gives 107.5 kJ/mol. The calculation puts the largest force on an atom at 0.057 Eh/bohr. The calculation puts the HOMO energy (spin up / spin down) at -9.452 / -9.447 eV. As for the SMILES: O=S.Br. Its HOMO-LUMO gap (spin up / spin down) is 7.802 / 7.791 eV. The calculation puts the calculated total energy at -82939.324 eV.

ORCA input file:
```
! RIJCOSX wB97M-V def2-TZVPD def2/J DEFGRID3
* xyz 0 1
Br -2.16 0.32 -1.86
S 1.62 -1.02 2.12
O 1.93 -0.38 0.83
H -1.38 1.07 -1.08
*
```